P | # C6H7B

One molecule with the formula C6H7B (wB97M-V/def2-TZVPD, the Open Molecules 2025 dataset).

```
! wB97M-V def2-TZVPD RIJCOSX def2/J DEFGRID3
* xyz 0 1
B 0.70 1.04 0.36
C 0.14 3.86 0.26
C -0.12 2.47 0.27
C -1.04 1.42 -0.02
C -0.62 0.30 0.65
C 1.94 0.60 -0.50
C -1.25 -1.06 0.80
H -1.83 1.54 -0.77
H 2.79 1.06 -0.03
H 1.83 1.24 -1.35
H 1.93 -0.46 -0.64
H -0.61 -1.86 0.50
H -2.20 -0.99 0.37
H -1.47 -1.22 1.95
*
```

The LUMO energy comes out at -0.1 eV.

---

Q | # C6H7B

One molecule with the formula C6H7B (wB97M-V/def2-TZVPD, the Open Molecules 2025 dataset).

```
! wB97M-V def2-TZVPD RIJCOSX def2/J DEFGRID3
* xyz 0 1
B -0.13 -0.82 0.78
C -0.44 -3.40 0.89
C -0.83 -2.30 0.42
C -1.47 -1.36 -0.47
C -0.50 -0.35 -0.58
C 0.50 -0.06 2.09
C -0.47 0.67 -1.60
H -2.49 -1.34 -0.85
H -0.05 -0.67 2.88
H 0.20 1.04 2.14
H 1.62 -0.11 2.25
H -0.73 0.29 -2.59
H 0.47 1.39 -1.60
H -1.29 1.38 -1.31
*
```

The LUMO energy comes out at 0.1 eV.

---

Most stable: Q

---

P | # C5H10N3O2

A 2-piece molecular cluster, C5H10N3O2 overall (wB97M-V/def2-TZVPD, the Open Molecules 2025 dataset).

```
! wB97M-V def2-TZVPD RIJCOSX def2/J DEFGRID3
* xyz 1 1
C -1.59 -0.57 -1.00
C 1.93 0.37 -0.21
C -2.48 1.02 0.29
C -0.94 1.20 0.44
C 3.04 -0.68 -0.02
N -2.70 -0.08 -0.67
N 0.73 -0.26 -0.73
N -0.50 -0.03 -0.38
O 1.98 1.55 -0.15
O -0.33 -1.37 1.27
H -1.61 -1.31 -1.79
H -3.03 0.80 1.23
H -2.83 1.91 -0.19
H -0.50 2.03 0.01
H -0.58 1.11 1.42
H 3.47 -0.94 -1.01
H 3.85 -0.56 0.67
H 2.37 -1.46 0.43
H 0.96 -1.24 -1.16
H -1.25 -1.47 1.55
*
```

The LUMO energy (alpha / beta) comes out at -6.2 / -6.6 eV.

---

Q | # C5H10N3O2

A 2-piece molecular cluster, C5H10N3O2 overall (wB97M-V/def2-TZVPD, the Open Molecules 2025 dataset).

```
! wB97M-V def2-TZVPD RIJCOSX def2/J DEFGRID3
* xyz 1 1
C 0.71 -0.10 0.20
C -1.73 0.83 1.88
C 0.17 -2.24 -1.91
C -0.32 1.36 1.92
C 1.33 -1.27 -1.74
N 0.02 3.32 -1.36
N 0.39 2.63 -0.59
N 0.54 1.03 0.91
O 0.80 -1.04 0.98
O 0.91 -0.05 -1.07
H -2.23 1.11 0.95
H -1.72 -0.25 1.93
H -2.31 1.22 2.71
H -0.66 -1.76 -2.43
H 0.50 -3.09 -2.48
H -0.19 -2.59 -0.94
H -0.27 2.46 2.01
H 0.19 1.10 2.88
H 1.71 -0.93 -2.70
H 2.13 -1.73 -1.15
*
```

The LUMO energy (alpha / beta) comes out at -8.1 / -8.1 eV.

---

R | # C5H10N3O2

An isolated ion of composition C5H10N3O2 and charge +1 (wB97M-V/def2-TZVPD, the Open Molecules 2025 dataset).

```
! wB97M-V def2-TZVPD RIJCOSX def2/J DEFGRID3
* xyz 1 1
C 1.30 -1.12 -0.20
C 0.37 0.07 0.14
C -0.96 -0.18 -0.51
C -1.88 1.05 -0.48
C -1.53 2.16 -1.42
N -1.79 2.04 -2.72
N -2.04 1.64 -3.72
N -0.96 3.37 -1.12
O -0.81 4.31 -1.82
O -0.46 3.45 0.19
H 2.31 -0.90 -0.06
H 1.14 -1.60 -1.19
H 0.98 -1.85 0.73
H 0.38 0.16 1.20
H 0.71 1.00 -0.46
H -1.42 -1.03 -0.12
H -0.65 -0.31 -1.51
H -2.90 0.79 -0.75
H -1.91 1.36 0.55
H -0.40 2.60 0.73
*
```

The LUMO energy (alpha / beta) comes out at -6.3 / -6.3 eV. As for the SMILES: CCCC/C([N+]#N)=[N+](/[O-])O.

---

Most stable: Q

---

P | # C6H7ClO

One molecule with the formula C6H7ClO (wB97M-V/def2-TZVPD, the Open Molecules 2025 dataset).

```
! wB97M-V def2-TZVPD RIJCOSX def2/J DEFGRID3
* xyz 0 1
C 2.80 0.46 -0.05
C 1.67 0.07 0.17
C 0.26 -0.15 0.33
C -0.44 -0.43 -0.98
Cl -0.76 1.09 -1.83
C -0.33 0.58 1.51
C -0.18 -0.92 1.52
O -1.32 -1.75 1.40
H 3.79 0.81 -0.30
H -1.37 -0.97 -0.85
H 0.15 -1.02 -1.72
H -1.24 1.04 1.48
H 0.45 1.26 1.99
H 0.64 -1.34 2.06
H -1.62 -1.95 2.29
*
```

The LUMO energy comes out at 0.7 eV. As for the SMILES: C#C[C@]1(CCl)C[C@H]1O.

---

Q | # C6H7ClO

One molecule with the formula C6H7ClO (wB97M-V/def2-TZVPD, the Open Molecules 2025 dataset).

```
! wB97M-V def2-TZVPD RIJCOSX def2/J DEFGRID3
* xyz 0 1
C -1.76 0.79 0.43
C -0.25 0.70 0.30
C 0.68 1.64 0.67
O 1.92 1.14 0.52
C 1.79 -0.11 -0.03
Cl 3.23 -0.90 -0.46
C 0.48 -0.45 -0.21
C 0.03 -1.73 -0.80
H -2.08 1.78 0.18
H -2.25 0.11 -0.24
H -2.09 0.60 1.45
H 0.64 2.65 1.16
H -0.40 -1.59 -1.81
H -0.74 -2.20 -0.26
H 0.82 -2.44 -0.91
*
```

The LUMO energy comes out at 0.9 eV. As for the SMILES: Cc1coc(Cl)c1C.

---

Most stable: Q

---

P | # C3H7OS

An isolated ion of composition C3H7OS and charge -1 (wB97M-V/def2-TZVPD, the Open Molecules 2025 dataset).

```
! wB97M-V def2-TZVPD RIJCOSX def2/J DEFGRID3
* xyz -1 1
O 0.44 1.97 0.53
C 0.78 1.23 -0.59
C 0.58 -0.27 -0.44
C -0.78 -0.52 0.18
S -0.97 -2.24 1.02
H 0.07 1.55 -1.39
H 1.84 1.44 -0.83
H 1.23 -0.49 0.43
H 1.22 -0.63 -1.26
H -0.62 0.05 1.10
H -1.70 -0.30 -0.37
H -2.11 -1.78 1.62
*
```

The LUMO energy comes out at 3.4 eV. As for the SMILES: [O-]CCCS.

---

Q | # C3H7OS

A 2-piece molecular cluster, C3H7OS overall (wB97M-V/def2-TZVPD, the Open Molecules 2025 dataset).

```
! wB97M-V def2-TZVPD RIJCOSX def2/J DEFGRID3
* xyz -1 1
C -1.02 -2.21 1.91
S -0.08 -0.78 1.27
H -0.99 -2.97 1.13
H -2.03 -1.88 2.18
H -0.66 -2.67 2.84
C 0.55 2.43 -1.68
C 0.80 1.27 -1.08
O 0.85 0.07 -1.70
H 0.64 3.36 -1.14
H 0.41 2.57 -2.75
H 0.95 1.34 -0.01
H 0.57 -0.54 -0.98
*
```

The LUMO energy comes out at 4.2 eV.

---

Most stable: Q